15
Properties=species:S:1:pos:R:3:forces:R:3 method="wB97M-V/def2-TZVPD" charge=+2 energy_ev=-6789.6828 homo_energy_ev="-20.73 / -22.87" lumo_energy_ev="-9.49 / -13.36" spin_multiplicity=2 e_above_lowest_ev=2.306
N 0.3700 -1.2642 -1.3308 -0.05 1.06 1.03
H 0.2011 -1.0918 -2.3186 -0.25 -0.34 -0.48
H -0.2966 -1.9543 -0.9200 0.56 0.31 -0.65
H 1.3550 -1.5794 -1.2269 -0.58 0.10 0.02
H 0.1972 -0.2995 -0.8283 0.74 -2.53 -1.40
C -1.5648 0.1517 0.5611 0.84 0.47 -0.89
C -0.3622 1.0197 0.1804 -3.01 0.89 0.80
C 0.8066 0.7778 0.8427 4.37 1.08 0.94
O 1.9611 1.4771 0.6692 -3.88 -1.42 -0.09
H -1.1462 -0.8251 0.8475 -0.68 0.02 -0.02
H -2.2025 0.4544 1.4121 0.59 0.53 0.14
H -2.3115 0.1563 -0.2536 0.43 -0.36 0.11
H -0.4481 1.8589 -0.4963 -0.03 0.17 -0.21
H 0.8420 -0.0596 1.5325 0.17 0.05 0.34
H 2.5987 1.1782 1.3290 0.77 -0.03 0.36



16
Properties=species:S:1:pos:R:3:forces:R:3 method="wB97M-V/def2-TZVPD" charge=-1 energy_ev=-8857.2281 homo_energy_ev=-2.28 lumo_energy_ev=3.95 spin_multiplicity=1 e_above_lowest_ev=1.566
C -1.0489 0.5093 -0.2801 -0.88 0.61 1.08
C -0.2193 -0.3706 -1.1548 1.78 0.22 -0.17
C 1.4180 0.0851 -1.0258 -2.43 -1.37 -1.47
O 1.5982 1.3320 -1.3215 0.35 1.02 0.35
N -1.9554 -0.1528 0.6655 -0.89 0.41 0.38
H -1.6480 1.2385 -0.8374 -0.01 -0.22 -0.24
H -0.4270 1.1896 0.3342 0.14 -0.46 -0.28
H -0.3814 -1.4412 -0.9688 0.12 0.01 0.44
H -0.4463 -0.2574 -2.2215 0.07 0.32 0.07
H 1.7397 -0.6255 -1.8399 0.94 -0.29 0.57
H 1.7569 -0.2646 0.0028 0.03 -0.16 -0.18
H -1.5964 -0.4459 1.5586 0.47 -0.07 -0.30
H -2.6094 -0.8290 0.3066 0.24 -0.04 -0.30
H 0.7985 -0.1867 2.7597 0.10 0.62 0.30
H 0.8216 -1.2391 1.7398 -0.07 -0.22 -0.60
O 0.3148 -0.9670 2.5071 0.05 -0.36 0.34



16
Properties=species:S:1:pos:R:3:forces:R:3 method="wB97M-V/def2-TZVPD" charge=-1 energy_ev=-8858.1397 homo_energy_ev=-3.17 lumo_energy_ev=4.21 spin_multiplicity=1 e_above_lowest_ev=0.654
C 0.8697 0.2079 0.5042 2.85 0.32 0.98
N -0.4712 0.4923 0.9081 0.29 0.91 -0.95
C -1.2467 1.3109 -0.0989 -0.65 -0.25 -0.28
O -1.9530 0.5184 -0.9366 0.11 -0.06 0.09
C 1.4991 -0.9194 1.3406 -1.01 0.50 0.38
H 1.5331 1.0666 0.7139 -0.46 0.35 0.38
H 1.2555 0.0408 -0.5119 -1.51 -0.43 -0.68
H -1.0101 -0.3460 0.8325 -0.33 -0.84 0.09
H -1.8726 1.9566 0.5368 -0.34 0.21 0.02
H -0.6094 1.9974 -0.6898 0.69 -0.01 0.45
H 1.5393 -0.6507 2.4017 -0.16 0.04 -0.04
H 0.8527 -1.7934 1.2547 0.33 -0.35 -0.06
H 2.5128 -1.1000 1.0295 0.39 -0.40 -0.32
H -1.3552 -1.5132 -2.7452 0.24 0.07 -0.09
H -0.9619 -0.3215 -1.9153 -0.28 0.16 -0.06
O -0.5821 -0.9469 -2.6241 -0.17 -0.20 0.09